Record 1
11 unconnected molecules or ions with the total composition C34H63Br20ClN3O3, computed with ωB97M-V with the def2-TZVPD basis set.

Its charge is +1. As for the HOMO energy: -0.4180 Eh. For the HOMO-LUMO gap, the calculation gives 7.72 eV. As for the calculated total energy: -1460260.254 eV. Its strongest force on any atom is 2.0 eV Å⁻¹.

Last column: Löwdin charge in e.
Cartesian coordinates (Å):
C -4.989 1.562 0.134  0.045
C -5.028 0.109 0.479  -0.545
O -6.009 -0.499 0.683  0.184
O -3.792 -0.521 0.563  -0.154
C -3.468 -0.949 -0.787  -0.273
C -1.977 -1.178 -0.965  -0.222
C -1.235 -0.051 -1.694  -0.120
C -1.331 1.281 -1.015  -0.086
C -1.872 2.359 -1.675  0.069
C -1.982 3.621 -1.071  -0.205
C -2.534 4.827 -1.780  -0.092
C -3.216 4.488 -3.090  -0.297
O -4.387 3.735 -2.834  -0.087
N -1.588 3.796 0.174  0.213
N -1.072 2.747 0.821  -0.017
C -0.660 3.070 2.200  -0.162
C 0.737 3.711 2.267  -0.215
C 1.808 3.084 1.398  -0.589
Cl 2.528 1.662 2.167  0.572
C -0.905 1.515 0.317  -0.200
N -0.312 0.570 1.143  0.163
H -4.244 1.719 -0.637  0.055
H -4.678 2.119 1.017  0.077
H -5.953 1.892 -0.231  0.105
H -4.016 -1.857 -1.014  0.080
H -3.836 -0.183 -1.477  0.117
H -1.829 -2.095 -1.529  0.099
H -1.544 -1.330 0.017  0.051
H -0.201 -0.357 -1.847  0.067
H -1.708 0.069 -2.668  0.092
H -2.220 2.239 -2.690  0.068
H -1.674 5.464 -1.999  0.136
H -3.203 5.344 -1.099  0.133
H -3.492 5.420 -3.581  0.117
H -2.517 3.980 -3.758  0.087
H -4.367 2.892 -3.298  -0.047
H -0.777 2.218 2.858  0.084
H -1.369 3.817 2.543  0.045
H 1.032 3.750 3.311  0.118
H 0.607 4.737 1.918  0.117
H 1.434 2.845 0.406  0.067
H 2.614 3.796 1.247  0.062
H 0.258 -0.066 0.594  0.095
H -0.991 0.023 1.669  0.106
Br 2.039 -2.047 -1.564  0.641
C 0.877 -3.385 -2.377  -0.682
C 0.543 -4.490 -1.412  -0.702
Br 2.021 -5.716 -1.152  0.666
H 1.385 -3.734 -3.270  0.041
H -0.029 -2.854 -2.663  0.032
H -0.271 -5.097 -1.801  0.062
H 0.276 -4.115 -0.428  0.046
Br -3.769 1.101 -4.784  0.754
C -4.018 1.403 -6.698  -0.626
C -3.028 2.393 -7.238  -0.701
Br -3.498 4.219 -6.780  0.690
H -5.050 1.705 -6.839  0.063
H -3.863 0.423 -7.145  0.050
H -3.024 2.359 -8.325  0.067
H -2.025 2.219 -6.863  0.023
Br -3.129 -3.188 0.957  0.911
C -3.926 -4.684 1.920  -0.621
C -3.650 -4.581 3.394  -0.692
Br -1.816 -5.066 3.816  0.600
H -3.532 -5.596 1.483  0.042
H -4.993 -4.616 1.723  0.068
H -4.275 -5.279 3.947  0.064
H -3.803 -3.574 3.770  0.039
Br -2.923 3.686 4.639  0.714
C -3.850 2.208 3.777  -0.689
C -3.964 1.015 4.685  -0.676
Br -2.267 0.069 4.822  0.634
H -3.305 1.976 2.864  0.019
H -4.834 2.596 3.526  0.065
H -4.669 0.291 4.284  0.065
H -4.258 1.282 5.694  0.006
Br 4.986 -0.593 0.675  0.586
C 6.422 0.197 -0.370  -0.677
C 6.982 1.424 0.294  -0.703
Br 5.800 2.954 0.089  0.626
H 6.019 0.402 -1.357  0.049
H 7.183 -0.576 -0.443  0.060
H 7.916 1.722 -0.181  0.054
H 7.143 1.296 1.360  -0.009
Br 7.526 3.402 -3.279  0.595
C 7.526 5.175 -2.486  -0.707
C 8.910 5.762 -2.438  -0.694
Br 9.975 4.953 -1.027  0.606
H 7.084 5.074 -1.500  -0.003
H 6.876 5.776 -3.118  0.059
H 8.863 6.822 -2.198  0.059
H 9.455 5.623 -3.366  0.050
Br 8.191 -1.110 3.860  0.615
C 9.637 -0.325 2.824  -0.696
C 10.194 0.908 3.482  -0.679
Br 9.011 2.437 3.266  0.642
H 9.241 -0.124 1.834  0.035
H 10.399 -1.098 2.760  0.060
H 11.130 1.197 3.009  0.060
H 10.351 0.782 4.547  0.052
Br -5.342 -3.970 8.684  0.623
C -3.998 -2.991 7.681  -0.712
C -3.635 -1.688 8.337  -0.683
Br -5.020 -0.343 8.088  0.635
H -4.398 -2.848 6.683  0.037
H -3.132 -3.645 7.638  0.060
H -2.741 -1.272 7.880  0.039
H -3.487 -1.786 9.407  0.054
Br 0.538 0.417 -7.525  0.629
C -0.820 -0.868 -8.059  -0.687
C -1.289 -1.702 -6.895  -0.716
Br 0.008 -3.056 -6.390  0.644
H -0.391 -1.460 -8.860  0.056
H -1.645 -0.277 -8.451  0.043
H -2.191 -2.249 -7.162  0.061
H -1.474 -1.102 -6.009  0.024
Br -0.879 -7.890 0.775  0.586
C 0.950 -8.230 1.341  -0.720
C 1.013 -9.273 2.423  -0.694
Br 0.451 -8.563 4.143  0.604
H 1.363 -7.277 1.654  0.035
H 1.469 -8.573 0.449  0.046
H 2.039 -9.605 2.566  0.060
H 0.379 -10.128 2.215  0.051

Atomic forces in eV per Å
0.4 -0.1 -0.1
0.9 0.5 0.1
-1.6 -1.0 0.4
0.4 0.9 -1.0
-0.1 0.4 -0.2
0.1 0.3 0.0
-0.5 -0.2 0.2
0.1 0.6 -0.1
0.2 -0.2 0.0
0.1 -0.1 0.4
0.5 -0.4 -0.1
-0.2 0.3 0.2
0.0 0.0 0.3
0.0 -0.4 0.0
-0.1 -0.1 -0.1
0.2 0.5 0.5
-0.5 0.1 -0.7
0.2 0.3 0.3
0.1 -0.2 0.0
-0.3 0.2 -0.1
-0.1 -0.1 -0.4
0.1 0.2 -0.1
-0.1 0.1 0.0
-0.1 0.1 0.1
-0.2 0.0 0.1
0.1 0.1 -0.2
0.0 -0.1 0.0
0.1 -0.2 0.0
0.2 0.1 0.0
0.2 0.0 -0.2
0.0 -0.1 0.0
-0.1 0.3 0.1
-0.1 0.2 0.0
0.0 0.0 -0.1
-0.1 -0.1 -0.1
0.0 0.1 -0.3
0.2 -0.3 -0.2
0.0 -0.1 -0.2
0.1 0.0 0.1
0.1 0.1 0.0
0.0 -0.3 -0.1
0.1 0.0 0.1
0.1 -0.1 0.1
0.1 0.2 0.3
0.0 0.0 0.0
-0.1 0.2 0.1
0.0 -0.2 0.0
0.1 0.1 0.0
0.0 0.0 0.0
0.0 0.0 -0.1
0.0 0.0 0.0
-0.1 0.0 0.0
0.0 -0.2 0.0
0.0 -0.2 -0.1
0.0 0.2 -0.1
0.0 0.0 0.1
0.0 0.0 0.1
0.0 0.0 0.0
0.0 -0.1 0.0
0.1 -0.1 -0.1
0.1 -1.4 0.7
0.0 0.0 -0.1
0.1 -0.1 0.1
0.0 0.1 0.0
0.0 0.0 0.0
0.0 0.1 0.0
0.0 0.0 0.0
0.0 0.0 0.0
-0.2 0.0 0.2
0.0 0.2 0.1
0.1 -0.2 -0.1
0.0 0.0 0.0
0.0 0.0 0.0
0.0 0.0 0.0
0.0 0.0 0.0
0.0 0.0 0.0
-0.1 0.0 -0.1
0.0 -0.1 0.1
0.1 0.1 -0.2
-0.1 0.0 0.2
0.0 0.0 0.0
0.0 0.0 0.0
0.0 0.0 0.0
-0.1 0.0 0.0
0.0 -0.1 0.0
-0.1 0.0 -0.1
0.1 0.0 0.2
0.0 0.0 0.0
0.0 0.0 0.0
0.0 0.0 0.0
0.0 0.0 0.0
0.0 0.0 0.0
-0.1 0.1 -0.1
0.0 -0.2 0.2
0.0 0.2 -0.1
0.0 0.0 0.1
0.0 0.0 0.0
0.0 0.0 0.0
0.0 0.0 0.0
0.0 -0.1 0.0
0.0 0.0 -0.1
0.0 -0.2 0.1
0.1 0.2 -0.1
0.0 0.0 0.0
0.0 0.0 -0.1
0.0 0.0 0.0
0.0 0.0 0.0
0.0 0.0 0.0
0.0 0.0 0.0
0.0 0.2 0.1
0.0 -0.2 0.0
0.0 0.1 0.1
0.0 -0.1 0.0
0.0 0.0 0.0
0.0 0.0 0.0
0.0 0.0 0.0
0.0 0.1 0.0
-0.1 -0.1 -0.1
0.1 0.1 0.2
-0.1 0.0 0.0
0.0 0.0 0.0
0.0 0.0 0.0
0.0 0.0 0.0
0.0 0.0 0.0

Record 2
A molecular structure, C33H50F12N3O2RuSi4Te, computed with ωB97M-V with the def2-TZVPD basis set.

Its charge is +1. The energy above the lowest of the compared OMol25 structures with the same formula, charge and spin comes out at 0.0 kcal per mole. As for the HOMO energy (alpha / beta): -0.3576 / -0.3567 Eh. For the HOMO-LUMO gap (alpha / beta), the calculation gives 7.09 / 5.34 eV. As for the calculated total energy: -117592.198 eV. The multiplicity is 5. Its strongest force on any atom is 1.4 eV Å⁻¹.

Last column: Löwdin spin population.
Cartesian coordinates (Å):
Ru 0.324 -0.855 -0.056  2.320
C 4.917 -4.258 -4.089  0.003
C 4.205 -3.473 -3.022  0.019
C 4.482 -3.668 -1.670  -0.003
C 3.822 -2.932 -0.708  0.022
C 2.866 -1.973 -1.054  0.013
N 2.205 -1.283 -0.015  0.225
C 2.951 -0.861 1.108  0.016
C 4.242 -0.366 0.891  0.029
C 5.062 0.008 1.933  -0.004
C 4.627 -0.103 3.252  0.031
C 5.504 0.292 4.408  0.005
C 3.336 -0.558 3.464  -0.005
C 2.471 -0.915 2.428  0.035
C 1.044 -1.327 2.806  0.017
O 0.241 -1.697 1.763  0.069
C 0.328 -0.151 3.524  0.006
F 0.885 0.249 4.666  0.001
F -0.948 -0.476 3.785  0.005
F 0.320 0.895 2.684  0.020
C 1.098 -2.576 3.745  0.000
F 2.021 -3.450 3.314  0.001
F 1.340 -2.306 5.023  0.000
F -0.090 -3.260 3.722  0.000
C 2.540 -1.794 -2.404  0.023
C 3.235 -2.541 -3.355  -0.003
C 1.481 -0.765 -2.805  0.010
O 0.348 -0.781 -2.004  0.118
C 0.896 -1.056 -4.222  0.000
F -0.203 -0.340 -4.455  0.001
F 0.550 -2.352 -4.318  0.000
F 1.766 -0.788 -5.210  0.000
C 2.145 0.642 -2.837  0.005
F 1.386 1.541 -3.470  0.001
F 3.333 0.610 -3.449  0.002
F 2.350 1.101 -1.589  0.006
H 5.953 -4.449 -3.812  0.000
H 4.912 -3.725 -5.039  0.000
H 4.438 -5.226 -4.252  0.001
H 5.225 -4.397 -1.369  0.000
H 4.048 -3.082 0.341  0.000
H 4.597 -0.289 -0.128  0.001
H 6.054 0.387 1.721  -0.001
H 6.558 0.225 4.146  0.000
H 5.325 -0.345 5.274  0.001
H 5.305 1.322 4.711  0.002
H 2.990 -0.630 4.488  -0.001
H 3.031 -2.389 -4.405  0.000
N -0.874 -5.384 1.514  0.000
C 0.177 -5.512 0.441  0.001
C 0.522 -4.111 -0.028  0.002
N -0.637 -3.314 -0.454  0.065
C -1.782 -3.380 0.460  0.003
C -2.122 -4.787 0.922  0.002
H -0.521 -4.757 2.251  0.000
H -1.067 -6.286 1.946  0.000
H -0.261 -6.139 -0.337  0.000
H 1.043 -6.014 0.869  0.000
H 1.239 -4.165 -0.847  0.000
H 1.006 -3.586 0.794  0.000
H -0.897 -3.556 -1.403  0.001
H -2.654 -2.930 -0.013  0.000
H -1.544 -2.787 1.343  0.001
H -2.416 -5.453 0.110  0.000
H -2.895 -4.783 1.688  0.000
C -5.884 4.006 -0.730  -0.001
Si -4.948 2.394 -0.599  0.003
C -5.146 1.422 -2.183  0.007
C -5.612 1.406 0.843  0.002
Si -2.655 2.813 -0.270  0.075
Te -1.916 0.386 -0.096  0.752
Si -1.584 3.831 -2.085  0.013
C 0.190 4.183 -1.645  0.001
C -1.716 2.710 -3.569  0.005
C -2.490 5.434 -2.409  0.003
Si -2.202 3.875 1.780  0.032
C -0.377 4.225 1.939  0.003
C -3.132 5.494 1.728  0.009
C -2.833 2.827 3.189  0.005
H -6.941 3.793 -0.911  0.000
H -5.524 4.623 -1.554  0.000
H -5.816 4.594 0.185  0.000
H -6.167 1.041 -2.266  0.000
H -4.466 0.569 -2.224  0.009
H -4.947 2.045 -3.056  0.000
H -6.599 1.009 0.595  0.000
H -5.713 2.027 1.734  0.000
H -4.962 0.566 1.093  0.002
H 0.685 3.310 -1.224  0.000
H 0.263 4.995 -0.921  0.000
H 0.737 4.479 -2.543  0.000
H -1.349 1.705 -3.353  0.005
H -1.117 3.113 -4.390  0.000
H -2.748 2.628 -3.913  0.000
H -2.405 6.130 -1.573  0.000
H -3.549 5.269 -2.606  0.000
H -2.060 5.918 -3.289  0.001
H -0.087 5.055 1.294  0.000
H 0.235 3.371 1.673  0.000
H -0.143 4.503 2.970  0.001
H -2.761 6.156 0.944  0.000
H -3.005 6.009 2.685  0.002
H -4.200 5.348 1.569  0.000
H -2.472 1.799 3.132  0.006
H -3.923 2.800 3.198  0.000
H -2.498 3.249 4.140  0.000

Atomic forces in eV per Å
1.2 -0.7 0.0
0.0 0.0 0.0
0.0 0.0 0.0
0.0 0.0 0.0
0.1 -0.1 0.0
-0.1 0.1 0.3
0.0 0.0 -0.2
-0.1 -0.2 -0.1
0.1 0.0 0.0
0.0 0.0 0.0
0.0 0.0 0.0
0.0 0.0 0.0
0.0 0.0 0.1
0.1 0.2 0.2
0.2 -0.4 0.0
-0.3 0.4 0.1
-0.1 -0.1 -0.1
-0.1 0.1 0.0
0.1 0.1 0.0
-0.1 0.2 0.0
-0.3 0.0 0.0
0.0 -0.1 0.0
0.1 -0.1 0.0
0.2 0.1 0.0
0.0 0.0 0.0
0.0 0.0 -0.1
-0.2 -0.3 0.0
0.3 0.5 -0.2
0.1 0.0 0.1
0.1 0.0 0.0
0.0 0.0 0.0
-0.1 0.0 0.0
0.0 0.0 0.1
-0.1 0.1 0.0
0.0 0.0 0.0
0.0 0.0 0.0
0.0 0.0 0.0
0.0 0.0 0.0
0.0 0.0 0.0
0.0 0.0 0.0
0.0 0.0 0.0
0.0 0.0 0.0
0.0 0.0 0.0
0.0 0.0 0.0
0.0 0.0 0.0
0.0 0.0 0.0
0.0 0.0 -0.1
0.0 0.0 0.0
0.1 0.1 0.0
-0.1 -0.1 0.1
-0.1 0.0 -0.1
0.1 -0.1 0.3
0.1 -0.1 0.0
0.0 -0.1 0.0
0.0 0.0 0.0
0.0 0.0 0.0
0.0 0.0 0.0
0.0 0.0 0.0
0.0 0.0 0.0
0.1 0.0 0.0
0.0 0.2 0.0
0.0 0.0 0.0
0.0 0.1 0.0
0.0 0.0 0.0
0.0 0.0 0.0
-0.1 0.1 0.0
0.0 0.0 0.0
0.0 -0.1 -0.1
0.0 -0.1 0.1
0.0 0.0 -0.1
-1.2 0.3 0.2
0.0 -0.1 -0.1
0.1 0.1 0.0
0.0 0.0 -0.1
0.0 0.1 0.0
0.0 -0.1 0.0
0.0 0.1 0.1
-0.1 0.1 0.0
0.0 0.0 0.1
0.0 0.0 0.0
0.0 0.0 0.0
0.0 0.0 0.0
0.0 0.0 0.0
0.0 0.0 0.0
0.0 0.0 0.0
0.0 0.0 0.0
0.0 0.0 0.0
0.0 0.0 0.0
0.1 -0.1 0.0
0.0 0.0 0.0
0.0 0.0 0.0
0.0 0.0 0.0
0.0 0.0 0.0
0.0 0.0 0.0
0.0 0.0 0.0
0.0 0.0 0.0
0.0 0.0 0.0
0.0 0.0 0.0
0.1 -0.2 0.0
0.0 0.0 0.0
0.0 0.0 0.0
0.0 0.0 0.0
0.0 0.0 0.0
0.0 0.0 0.0
0.0 0.0 0.0
0.0 0.0 0.0

Record 3
A molecular structure, C23H18F5NO7OsS2Se, computed with ωB97M-V with the def2-TZVPD basis set.

The energy above the lowest of the compared OMol25 structures with the same formula, charge and spin comes out at 5.1 kcal per mole. As for the HOMO energy (alpha / beta): -0.3024 / -0.3024 Eh. For the HOMO-LUMO gap (alpha / beta), the calculation gives 6.36 / 6.36 eV. As for the calculated total energy: -143035.468 eV. Its strongest force on any atom is 0.7 eV Å⁻¹.

Last column: natural (NBO) charge in e.
Cartesian coordinates (Å):
Os -0.083 0.932 0.068  1.086
O 0.759 2.869 -0.352  -0.927
S 2.053 2.708 0.377  2.406
O 3.174 3.348 -0.228  -0.921
O 2.184 1.253 0.586  -0.932
C 1.821 3.455 1.980  -0.361
C 2.721 4.454 2.309  -0.167
C 2.644 5.098 3.537  -0.187
C 1.666 4.744 4.443  -0.191
C 0.758 3.742 4.127  -0.188
C 0.824 3.095 2.904  -0.248
S -0.416 1.842 2.637  2.391
O -1.161 1.708 3.841  -0.902
O 0.297 0.606 2.173  -0.900
O -1.185 2.237 1.435  -0.912
H 3.483 4.719 1.590  0.255
H 3.357 5.876 3.775  0.225
H 1.600 5.238 5.403  0.226
H -0.012 3.450 4.826  0.254
F -3.136 -2.872 4.914  -0.290
C -2.558 -2.394 3.807  0.257
C -1.305 -2.840 3.423  0.270
F -0.666 -3.744 4.171  -0.292
C -0.711 -2.341 2.280  0.291
F 0.511 -2.772 1.952  -0.298
C -1.336 -1.389 1.470  0.202
O -0.740 -0.965 0.363  -0.716
C -2.608 -0.981 1.877  0.308
F -3.282 -0.090 1.131  -0.317
C -3.210 -1.458 3.026  0.266
F -4.427 -1.033 3.374  -0.290
Se -1.905 1.316 -1.269  0.473
C -2.643 -0.284 -2.018  -0.251
C -1.932 -1.456 -2.264  -0.137
C -2.583 -2.549 -2.813  -0.220
C -3.934 -2.482 -3.118  -0.198
C -4.641 -1.315 -2.877  -0.211
C -3.997 -0.215 -2.331  -0.203
H -0.897 -1.527 -1.998  0.207
H -2.033 -3.466 -2.991  0.212
H -4.437 -3.342 -3.541  0.217
H -5.697 -1.260 -3.107  0.220
H -4.549 0.696 -2.134  0.223
C 1.490 -2.173 -3.926  -0.590
C 2.450 -1.420 -3.000  -0.157
C 3.278 -0.386 -3.771  -0.589
C 3.365 -2.392 -2.238  -0.588
C 1.638 -0.702 -2.008  0.515
N 0.996 -0.139 -1.257  -0.342
H 2.073 -2.709 -4.675  0.224
H 0.814 -1.488 -4.437  0.226
H 0.892 -2.897 -3.370  0.222
H 3.903 -0.906 -4.497  0.221
H 3.920 0.183 -3.097  0.231
H 2.635 0.315 -4.303  0.224
H 3.975 -2.934 -2.960  0.220
H 2.783 -3.110 -1.661  0.227
H 4.021 -1.853 -1.556  0.229

Atomic forces in eV per Å
-0.2 -0.1 -0.2
-0.1 0.1 -0.1
0.3 0.1 -0.1
0.0 0.1 0.0
-0.2 0.0 -0.1
-0.1 0.0 0.1
0.0 0.0 0.0
0.1 0.0 0.0
0.0 0.0 0.0
0.0 0.0 0.0
0.0 0.0 0.0
0.3 -0.3 0.5
0.0 0.0 0.0
0.0 0.4 0.2
-0.1 -0.1 -0.5
0.0 0.0 0.0
0.0 0.0 0.0
0.0 0.0 0.0
0.0 0.0 0.0
0.0 0.0 0.0
0.0 0.0 0.0
0.0 0.0 0.0
0.0 0.0 0.0
0.0 0.1 0.0
0.1 0.0 0.0
-0.2 0.0 0.1
-0.2 -0.2 0.1
0.0 0.1 -0.1
0.0 0.0 0.0
0.0 0.0 0.0
0.0 0.0 0.0
0.1 0.0 -0.1
0.1 -0.1 -0.1
-0.2 0.1 0.0
0.0 0.0 0.0
0.0 -0.1 0.0
0.0 0.0 0.0
0.0 0.1 0.0
0.2 0.0 0.1
0.0 0.0 0.0
0.0 0.0 0.0
0.0 0.0 0.0
0.0 0.0 0.0
0.0 0.0 -0.1
0.0 -0.1 0.1
0.0 0.1 0.0
0.0 0.0 0.0
0.3 -0.2 -0.3
-0.4 0.3 0.2
0.0 0.0 0.0
0.0 0.0 0.0
0.0 0.0 0.0
0.0 0.0 0.0
0.0 0.0 0.0
0.0 0.0 0.0
0.0 0.0 0.0
0.0 0.0 0.0
0.0 0.0 0.0